Computed, not measured: a molecular structure, C19H34NO2Pd, with wB97M-V/def2-TZVPD.

net charge: +1
lowest unoccupied orbital energy (alpha / beta): -2.18 / -4.39 eV
2S+1: 3
frontier orbital gap (alpha / beta): 8.8028 / 8.5716 eV
E_HOMO (alpha / beta): -10.98 / -12.96 eV

Atoms and positions in Å:
1 Pd 0.30 0.50 0.47
2 C 1.08 1.27 2.61
3 C 2.04 0.57 1.81
4 C 2.29 1.40 0.64
5 C 1.39 2.51 0.74
6 C 0.66 2.45 1.95
7 C -0.45 3.37 2.41
8 C -1.75 2.54 2.52
9 C -0.10 3.96 3.77
10 C -0.67 4.49 1.39
11 C 3.33 1.34 -0.49
12 C 4.71 0.98 0.05
13 C 3.47 2.74 -1.13
14 C 2.90 0.37 -1.62
15 C 2.46 -0.87 2.21
16 C 3.67 -0.80 3.14
17 C 2.76 -1.76 0.99
18 C 1.31 -1.56 2.97
19 H 0.75 0.97 3.59
20 H 1.34 3.33 0.05
21 H -1.68 1.81 3.33
22 H -1.92 2.01 1.58
23 H -2.60 3.19 2.72
24 H 0.02 3.18 4.53
25 H -0.89 4.64 4.11
26 H 0.83 4.53 3.72
27 H -0.97 4.08 0.42
28 H 0.23 5.09 1.26
29 H -1.46 5.15 1.74
30 H 5.05 1.74 0.75
31 H 5.42 0.94 -0.78
32 H 4.74 0.02 0.56
33 H 3.65 3.50 -0.38
34 H 2.59 3.01 -1.72
35 H 4.32 2.73 -1.81
36 H 3.28 -0.64 -1.47
37 H 3.29 0.72 -2.58
38 H 1.81 0.32 -1.72
39 H 4.53 -0.33 2.64
40 H 3.96 -1.80 3.45
41 H 3.44 -0.22 4.03
42 H 3.66 -1.46 0.47
43 H 1.92 -1.76 0.30
44 H 2.90 -2.79 1.33
45 H 1.14 -1.13 3.95
46 H 1.57 -2.61 3.13
47 H 0.37 -1.53 2.41
48 N -5.18 0.02 -0.27
49 C -3.97 -0.36 0.47
50 C -2.73 -0.13 -0.39
51 O -2.96 0.38 -1.57
52 O -1.61 -0.42 -0.01
53 H -5.82 -0.75 -0.39
54 H -3.95 0.46 -1.61
55 H -5.68 0.78 0.18
56 H -3.98 -1.41 0.77
57 H -3.84 0.23 1.38

---

Computed, not measured: a molecular structure, C19H35AuN8O3PS at a distorted geometry, with wB97M-V/def2-TZVPD.

relative energy (zero: lowest compared OMol25 entry of this formula, charge and spin): 160.9 kJ/mol
net charge: +3
lowest unoccupied orbital energy (alpha / beta): -13.00 / -13.00 eV
frontier orbital gap (alpha / beta): 3.1644 / 3.1674 eV
E_HOMO (alpha / beta): -16.17 / -16.17 eV

Atoms and positions in Å:
1 Au 0.65 0.41 -0.10
2 C -0.54 -2.66 0.19
3 N -0.83 -1.53 -0.72
4 C -2.28 -1.26 -0.62
5 N -3.05 -2.43 -0.99
6 C -2.75 -3.52 -0.07
7 N -1.33 -3.81 -0.17
8 C -1.04 -4.26 -1.52
9 N -1.33 -3.16 -2.43
10 C -0.54 -2.00 -2.10
11 C -2.75 -2.82 -2.36
12 H -0.77 -2.36 1.22
13 H 0.53 -2.89 0.13
14 H -2.54 -0.42 -1.28
15 H -2.51 -0.99 0.41
16 H -3.33 -4.40 -0.33
17 H -3.00 -3.21 0.95
18 H -1.67 -5.12 -1.77
19 H 0.00 -4.55 -1.62
20 H -0.75 -1.20 -2.81
21 H 0.53 -2.26 -2.14
22 H -3.36 -3.68 -2.65
23 H -2.96 -1.99 -3.04
24 S 0.87 0.61 2.44
25 C 2.41 1.30 2.77
26 N 3.46 0.61 3.16
27 C 4.56 1.48 3.55
28 C 4.00 2.89 3.24
29 N 2.68 2.60 2.72
30 H 3.46 -0.38 3.34
31 H 5.46 1.25 2.96
32 H 4.80 1.35 4.60
33 H 4.60 3.43 2.51
34 H 3.91 3.51 4.14
35 H 1.99 3.32 2.56
36 C 3.62 -1.16 -2.38
37 P 3.55 -1.55 -0.61
38 C 5.08 -0.95 0.18
39 C 3.54 -3.35 -0.37
40 O 2.30 -0.97 0.04
41 H 4.39 -1.74 -2.87
42 H 3.84 -0.10 -2.50
43 H 2.66 -1.39 -2.85
44 H 5.94 -1.37 -0.33
45 H 5.10 -1.30 1.21
46 H 5.15 0.13 0.15
47 H 4.50 -3.76 -0.66
48 H 2.77 -3.80 -1.00
49 H 3.34 -3.58 0.67
50 O -6.34 2.50 2.10
51 C -6.06 3.43 1.11
52 N -4.64 3.37 0.87
53 C -4.15 3.36 -0.38
54 O -4.85 3.41 -1.37
55 C -2.65 3.29 -0.58
56 C -2.08 4.24 -1.44
57 C -0.74 4.14 -1.76
58 C -0.02 3.05 -1.28
59 N -0.57 2.12 -0.50
60 C -1.85 2.25 -0.12
61 H -7.24 2.60 2.45
62 H -6.36 4.45 1.40
63 H -6.56 3.21 0.14
64 H -4.06 3.29 1.70
65 H -2.69 5.02 -1.85
66 H -0.26 4.87 -2.39
67 H 1.02 2.92 -1.53
68 H -2.23 1.50 0.55

---

Computed, not measured: 4 unconnected molecules or ions with the total composition C19H35BFN5O5PS, with wB97M-V/def2-TZVPD.

net charge: +1
lowest unoccupied orbital energy: -3.22 eV
frontier orbital gap: 6.6327 eV
E_HOMO: -9.85 eV

Atoms and positions in Å:
1 C -1.31 -2.52 -3.52
2 O -0.20 -3.04 -2.75
3 B 0.31 -2.41 -1.71
4 O -0.01 -1.23 -1.14
5 N 1.63 -3.17 -1.13
6 O 2.57 -2.27 -0.57
7 C 2.29 -1.79 0.77
8 C 3.05 -0.49 0.93
9 C 2.54 0.61 0.00
10 C 3.05 -0.06 2.41
11 C 1.64 -0.09 3.02
12 C 4.04 -0.87 3.25
13 P 1.04 -4.61 -0.04
14 N -0.47 -4.82 -0.23
15 S 2.61 -3.92 -2.48
16 O 1.80 -4.93 -3.04
17 O 3.91 -4.10 -1.97
18 F 2.60 -2.68 -3.37
19 H -1.15 -1.47 -3.72
20 H -1.35 -3.09 -4.43
21 H -2.23 -2.66 -2.96
22 H -0.73 -1.23 -0.51
23 H 1.22 -1.66 0.92
24 H 2.66 -2.53 1.48
25 H 4.09 -0.72 0.66
26 H 1.63 1.06 0.38
27 H 3.29 1.39 -0.09
28 H 2.35 0.23 -1.00
29 H 3.38 0.98 2.41
30 H 0.87 0.23 2.32
31 H 1.39 -1.08 3.40
32 H 1.58 0.59 3.87
33 H 4.28 -1.84 2.79
34 H 4.99 -0.34 3.35
35 H 3.67 -1.06 4.25
36 H 1.94 -5.56 -0.51
37 H 1.54 -4.21 1.21
38 H -1.00 -4.70 0.63
39 N -3.79 -5.04 0.83
40 C -4.73 -4.81 1.81
41 C -5.52 -5.92 1.89
42 C -5.05 -6.85 0.93
43 C -3.98 -6.28 0.29
44 H -3.10 -4.38 0.54
45 H -4.75 -3.88 2.36
46 H -6.35 -6.05 2.57
47 H -5.45 -7.83 0.73
48 H -3.35 -6.65 -0.50
49 N -1.22 4.59 -1.23
50 C -1.13 4.60 0.13
51 C -0.87 3.32 0.54
52 C -0.81 2.51 -0.63
53 C -1.03 3.33 -1.71
54 H -1.42 5.40 -1.80
55 H -1.26 5.51 0.69
56 H -0.74 3.00 1.56
57 H -0.62 1.45 -0.68
58 H -1.07 3.12 -2.76
59 N -0.12 8.13 -0.87
60 C -0.95 8.57 -1.87
61 C -1.50 9.75 -1.46
62 C -0.98 10.04 -0.17
63 C -0.13 9.02 0.16
64 H 0.42 7.28 -0.90
65 H -1.08 8.01 -2.78
66 H -2.20 10.35 -2.03
67 H -1.20 10.90 0.43
68 H 0.47 8.86 1.04

---

Computed, not measured: a molecular structure, C19H35F5N3O5PdSi2Te3, with wB97M-V/def2-TZVPD.

relative energy (zero: lowest compared OMol25 entry of this formula, charge and spin): 0.0 kJ/mol
net charge: -1
lowest unoccupied orbital energy: 2.11 eV
frontier orbital gap: 7.2592 eV
E_HOMO: -5.15 eV

Atoms and positions in Å:
1 Pd 0.91 -2.54 -1.87
2 C -2.74 2.41 -3.88
3 Si -3.60 1.45 -2.52
4 C -4.24 -0.22 -3.10
5 C -5.07 2.49 -1.96
6 C -2.56 1.28 -0.95
7 Te -0.73 0.26 -1.10
8 C 0.38 1.87 -1.93
9 Si 1.61 3.00 -1.07
10 C 2.92 2.02 -0.17
11 C 2.46 3.94 -2.45
12 C 0.72 4.24 0.03
13 H -3.45 2.58 -4.70
14 H -1.89 1.86 -4.27
15 H -2.41 3.39 -3.53
16 H -5.30 -0.16 -3.37
17 H -4.13 -0.94 -2.29
18 H -3.67 -0.58 -3.95
19 H -5.76 2.66 -2.79
20 H -4.75 3.47 -1.58
21 H -5.63 1.99 -1.17
22 H -3.14 0.72 -0.21
23 H -2.33 2.25 -0.51
24 H -0.37 2.45 -2.47
25 H 0.96 1.32 -2.69
26 H 3.39 1.33 -0.88
27 H 2.53 1.44 0.66
28 H 3.70 2.69 0.21
29 H 2.98 3.25 -3.12
30 H 3.20 4.64 -2.04
31 H 1.75 4.52 -3.05
32 H 0.21 3.77 0.87
33 H -0.02 4.79 -0.55
34 H 1.44 4.96 0.43
35 F 0.17 -2.76 -3.65
36 Te -1.92 -3.28 -2.46
37 F -3.24 -4.28 -1.51
38 F -2.25 -1.94 -0.88
39 F -2.06 -4.78 -3.69
40 F -1.24 -0.11 -3.02
41 O -0.49 -3.90 -1.46
42 Te -0.23 1.04 1.80
43 C -1.07 -0.60 2.83
44 C -1.04 -0.57 4.23
45 C -1.55 -1.62 4.97
46 C -2.09 -2.73 4.34
47 C -2.12 -2.77 2.95
48 C -1.61 -1.72 2.20
49 H -0.63 0.30 4.74
50 H -1.52 -1.57 6.06
51 H -2.49 -3.55 4.92
52 H -2.52 -3.63 2.44
53 H -1.62 -1.80 1.12
54 N 1.55 -2.34 0.01
55 C 2.11 -2.43 1.00
56 N 2.74 -2.56 2.14
57 C 4.17 -2.20 2.19
58 C 4.32 -0.85 2.87
59 O 3.72 -0.87 4.15
60 C 2.31 -1.08 4.04
61 C 2.01 -2.43 3.42
62 H 4.56 -2.20 1.17
63 H 4.68 -2.96 2.77
64 H 3.87 -0.06 2.25
65 H 5.37 -0.61 3.02
66 H 1.87 -0.29 3.43
67 H 1.91 -1.03 5.05
68 H 0.95 -2.56 3.23
69 H 2.36 -3.24 4.07
70 O 2.17 -1.02 -2.38
71 N 3.45 -1.17 -2.18
72 O 4.15 -0.20 -2.45
73 O 3.87 -2.23 -1.75

---

What did the third record say?
Computed, not measured: 4 unconnected molecules or ions with the total composition C19H35BFN5O5PS, with wB97M-V/def2-TZVPD.

net charge: +1
lowest unoccupied orbital energy: -3.22 eV
frontier orbital gap: 6.6327 eV
E_HOMO: -9.85 eV

Atoms and positions in Å:
1 C -1.31 -2.52 -3.52
2 O -0.20 -3.04 -2.75
3 B 0.31 -2.41 -1.71
4 O -0.01 -1.23 -1.14
5 N 1.63 -3.17 -1.13
6 O 2.57 -2.27 -0.57
7 C 2.29 -1.79 0.77
8 C 3.05 -0.49 0.93
9 C 2.54 0.61 0.00
10 C 3.05 -0.06 2.41
11 C 1.64 -0.09 3.02
12 C 4.04 -0.87 3.25
13 P 1.04 -4.61 -0.04
14 N -0.47 -4.82 -0.23
15 S 2.61 -3.92 -2.48
16 O 1.80 -4.93 -3.04
17 O 3.91 -4.10 -1.97
18 F 2.60 -2.68 -3.37
19 H -1.15 -1.47 -3.72
20 H -1.35 -3.09 -4.43
21 H -2.23 -2.66 -2.96
22 H -0.73 -1.23 -0.51
23 H 1.22 -1.66 0.92
24 H 2.66 -2.53 1.48
25 H 4.09 -0.72 0.66
26 H 1.63 1.06 0.38
27 H 3.29 1.39 -0.09
28 H 2.35 0.23 -1.00
29 H 3.38 0.98 2.41
30 H 0.87 0.23 2.32
31 H 1.39 -1.08 3.40
32 H 1.58 0.59 3.87
33 H 4.28 -1.84 2.79
34 H 4.99 -0.34 3.35
35 H 3.67 -1.06 4.25
36 H 1.94 -5.56 -0.51
37 H 1.54 -4.21 1.21
38 H -1.00 -4.70 0.63
39 N -3.79 -5.04 0.83
40 C -4.73 -4.81 1.81
41 C -5.52 -5.92 1.89
42 C -5.05 -6.85 0.93
43 C -3.98 -6.28 0.29
44 H -3.10 -4.38 0.54
45 H -4.75 -3.88 2.36
46 H -6.35 -6.05 2.57
47 H -5.45 -7.83 0.73
48 H -3.35 -6.65 -0.50
49 N -1.22 4.59 -1.23
50 C -1.13 4.60 0.13
51 C -0.87 3.32 0.54
52 C -0.81 2.51 -0.63
53 C -1.03 3.33 -1.71
54 H -1.42 5.40 -1.80
55 H -1.26 5.51 0.69
56 H -0.74 3.00 1.56
57 H -0.62 1.45 -0.68
58 H -1.07 3.12 -2.76
59 N -0.12 8.13 -0.87
60 C -0.95 8.57 -1.87
61 C -1.50 9.75 -1.46
62 C -0.98 10.04 -0.17
63 C -0.13 9.02 0.16
64 H 0.42 7.28 -0.90
65 H -1.08 8.01 -2.78
66 H -2.20 10.35 -2.03
67 H -1.20 10.90 0.43
68 H 0.47 8.86 1.04

---

Copy entry 2 word for word.
Computed, not measured: a molecular structure, C19H35AuN8O3PS at a distorted geometry, with wB97M-V/def2-TZVPD.

relative energy (zero: lowest compared OMol25 entry of this formula, charge and spin): 160.9 kJ/mol
net charge: +3
lowest unoccupied orbital energy (alpha / beta): -13.00 / -13.00 eV
frontier orbital gap (alpha / beta): 3.1644 / 3.1674 eV
E_HOMO (alpha / beta): -16.17 / -16.17 eV

Atoms and positions in Å:
1 Au 0.65 0.41 -0.10
2 C -0.54 -2.66 0.19
3 N -0.83 -1.53 -0.72
4 C -2.28 -1.26 -0.62
5 N -3.05 -2.43 -0.99
6 C -2.75 -3.52 -0.07
7 N -1.33 -3.81 -0.17
8 C -1.04 -4.26 -1.52
9 N -1.33 -3.16 -2.43
10 C -0.54 -2.00 -2.10
11 C -2.75 -2.82 -2.36
12 H -0.77 -2.36 1.22
13 H 0.53 -2.89 0.13
14 H -2.54 -0.42 -1.28
15 H -2.51 -0.99 0.41
16 H -3.33 -4.40 -0.33
17 H -3.00 -3.21 0.95
18 H -1.67 -5.12 -1.77
19 H 0.00 -4.55 -1.62
20 H -0.75 -1.20 -2.81
21 H 0.53 -2.26 -2.14
22 H -3.36 -3.68 -2.65
23 H -2.96 -1.99 -3.04
24 S 0.87 0.61 2.44
25 C 2.41 1.30 2.77
26 N 3.46 0.61 3.16
27 C 4.56 1.48 3.55
28 C 4.00 2.89 3.24
29 N 2.68 2.60 2.72
30 H 3.46 -0.38 3.34
31 H 5.46 1.25 2.96
32 H 4.80 1.35 4.60
33 H 4.60 3.43 2.51
34 H 3.91 3.51 4.14
35 H 1.99 3.32 2.56
36 C 3.62 -1.16 -2.38
37 P 3.55 -1.55 -0.61
38 C 5.08 -0.95 0.18
39 C 3.54 -3.35 -0.37
40 O 2.30 -0.97 0.04
41 H 4.39 -1.74 -2.87
42 H 3.84 -0.10 -2.50
43 H 2.66 -1.39 -2.85
44 H 5.94 -1.37 -0.33
45 H 5.10 -1.30 1.21
46 H 5.15 0.13 0.15
47 H 4.50 -3.76 -0.66
48 H 2.77 -3.80 -1.00
49 H 3.34 -3.58 0.67
50 O -6.34 2.50 2.10
51 C -6.06 3.43 1.11
52 N -4.64 3.37 0.87
53 C -4.15 3.36 -0.38
54 O -4.85 3.41 -1.37
55 C -2.65 3.29 -0.58
56 C -2.08 4.24 -1.44
57 C -0.74 4.14 -1.76
58 C -0.02 3.05 -1.28
59 N -0.57 2.12 -0.50
60 C -1.85 2.25 -0.12
61 H -7.24 2.60 2.45
62 H -6.36 4.45 1.40
63 H -6.56 3.21 0.14
64 H -4.06 3.29 1.70
65 H -2.69 5.02 -1.85
66 H -0.26 4.87 -2.39
67 H 1.02 2.92 -1.53
68 H -2.23 1.50 0.55